A 7-piece molecular cluster, C42H82N11O8P2S2Si overall, computed with the ωB97M-V functional and the def2-TZVPD basis.

Summary:
Orbital gap   4.38 eV
HOMO energy   -9.74 eV

The geometry in ORCA input format:
```
! RIJCOSX wB97M-V def2-TZVPD def2/J DEFGRID3
* xyz 1 1
C 6.729 -2.106 5.218
C 5.681 -1.142 4.483
C 6.392 -0.065 3.474
N 5.566 -0.031 2.238
N 6.152 -0.753 1.185
N 5.790 -2.023 1.206
C 6.296 -2.871 0.200
C 5.881 -4.432 0.268
C 4.641 -4.585 -0.776
C 4.240 -6.124 -0.981
C 3.481 -6.704 0.343
C 2.107 -5.882 0.479
C 0.850 -6.737 0.988
C -0.430 -5.728 0.945
C -0.280 -4.589 2.077
Si -0.108 -2.801 1.413
C 1.144 -1.905 2.600
C 0.526 -2.663 -0.389
C -1.751 -1.786 1.502
C -1.606 -0.220 1.521
C -2.868 0.688 1.575
C -4.252 -0.005 1.630
C -4.400 -1.557 1.605
C -3.143 -2.463 1.521
C 7.205 -2.284 -0.905
P 7.841 -3.420 -2.298
N 8.598 -4.728 -1.780
C 7.613 -0.788 -0.899
N 8.465 -0.201 -1.935
C 7.722 -0.089 -3.010
S 6.749 -0.329 -4.340
C 6.997 0.012 0.326
P 7.459 1.833 0.458
O 7.160 2.544 1.965
O 6.578 2.644 -0.797
S 9.351 2.193 0.060
H 7.456 -2.607 4.498
H 6.137 -2.950 5.739
H 7.222 -1.504 6.052
H 4.933 -0.628 5.183
H 5.041 -1.817 3.795
H 7.467 -0.424 3.336
H 6.403 0.927 4.058
H 5.273 0.903 1.936
H 6.771 -5.096 -0.045
H 5.581 -4.633 1.349
H 3.806 -3.921 -0.366
H 5.004 -4.071 -1.746
H 3.603 -6.205 -1.923
H 5.227 -6.714 -1.087
H 3.331 -7.817 0.147
H 4.184 -6.484 1.230
H 2.334 -4.962 1.141
H 1.866 -5.462 -0.569
H 0.677 -7.634 0.292
H 1.094 -7.078 2.058
H -1.354 -6.366 1.143
H -0.502 -5.259 -0.109
H -1.186 -4.697 2.785
H 0.644 -4.822 2.717
H 2.031 -2.601 2.806
H 1.559 -0.960 2.089
H 0.646 -1.603 3.585
H -0.276 -3.073 -1.104
H 0.692 -1.547 -0.608
H 1.498 -3.269 -0.528
H -0.557 0.251 1.495
H -2.766 1.823 1.591
H -5.193 0.668 1.698
H -5.457 -2.003 1.633
H -3.240 -3.599 1.506
H 8.678 -2.602 -3.121
H 6.666 -3.750 -3.085
H 8.087 -5.562 -2.129
H 6.953 3.504 1.791
H 6.516 1.957 -1.507
C -8.258 1.919 1.306
O -7.327 1.129 1.345
N -8.159 3.239 0.996
C -9.316 4.112 0.971
C -6.855 3.790 0.681
H -9.290 1.604 1.528
H -9.422 4.532 -0.032
H -9.168 4.918 1.692
H -10.225 3.564 1.227
H -6.442 3.259 -0.181
H -6.189 3.643 1.536
H -6.933 4.852 0.456
C -8.015 0.597 -2.170
O -8.904 1.243 -2.697
N -7.459 -0.540 -2.677
C -6.403 -1.251 -1.987
C -7.940 -1.053 -3.945
H -7.576 0.898 -1.205
H -5.519 -1.289 -2.630
H -6.741 -2.268 -1.771
H -6.143 -0.754 -1.051
H -7.794 -0.293 -4.717
H -9.008 -1.267 -3.862
H -7.404 -1.962 -4.219
C -6.738 5.680 3.604
O -7.336 6.074 2.619
N -6.018 6.464 4.453
C -5.332 5.920 5.607
C -5.935 7.889 4.194
H -6.736 4.616 3.891
H -5.723 6.394 6.511
H -4.263 6.129 5.518
H -5.481 4.841 5.677
H -6.942 8.313 4.196
H -5.490 8.049 3.209
H -5.328 8.381 4.955
C 3.100 3.831 -5.623
O 2.490 4.416 -6.494
N 4.298 3.197 -5.790
C 4.966 2.519 -4.700
C 4.920 3.203 -7.100
H 2.716 3.767 -4.592
H 5.948 2.976 -4.546
H 5.091 1.463 -4.958
H 4.386 2.596 -3.778
H 5.097 4.236 -7.408
H 4.245 2.734 -7.820
H 5.866 2.659 -7.078
C 8.152 5.551 1.121
O 7.332 5.353 2.009
N 8.264 6.691 0.394
C 9.264 6.846 -0.643
C 7.354 7.790 0.663
H 8.886 4.782 0.839
H 9.909 7.692 -0.392
H 8.763 7.038 -1.595
H 9.874 5.946 -0.735
H 7.467 8.101 1.704
H 6.327 7.451 0.508
H 7.565 8.632 0.004
C -11.546 -4.039 -3.957
O -10.343 -4.141 -3.809
N -12.395 -3.410 -3.096
C -13.820 -3.330 -3.342
C -11.854 -2.802 -1.895
H -12.058 -4.466 -4.835
H -14.113 -2.279 -3.401
H -14.352 -3.811 -2.517
H -14.084 -3.828 -4.276
H -11.119 -2.044 -2.177
H -11.356 -3.569 -1.298
H -12.650 -2.339 -1.309
*
```

These are the Löwdin partial charges, in e, on atoms 1 to 5:
1 C -0.13
2 C -0.23
3 C -0.18
4 N -0.01
5 N -0.14